No. 1
Here is a cluster of 2 separate species, C4H11PS in total from the OMol25 dataset. Energies are from the ωB97M-V functional and the def2-TZVPD basis.

The geometry in XYZ format:
```
17
C4H11PS, DFT the ωB97M-V functional and the def2-TZVPD basis
C 1.80485 -0.79967 1.17762
C -0.66021 1.48067 -1.92139
C -1.65645 0.05914 0.56612
C 2.05438 0.46204 0.46437
P -0.61758 1.46393 -0.01510
S 2.73332 0.36932 -1.16942
H 2.60160 -1.15153 1.83166
H 1.39885 -1.58046 0.39512
H 0.86226 -0.58520 1.86898
H 0.39473 1.44831 -2.17316
H -1.00559 2.30665 -2.35969
H -1.07895 0.52032 -2.19208
H -0.96245 -0.92133 0.87918
H -2.33694 -0.35551 -0.17260
H -2.18214 0.34359 1.46505
H 2.29013 1.36282 1.06023
H 2.82680 -0.98532 -1.23109
```

Strongest force on any atom (hartree/bohr): 0.10882
E_tot (eV): -24446.8129
LUMO (spin up / spin down) (eV): 0.1 / 0.4
2S+1: 1
Charge: 0
Energy above the lowest of the compared OMol25 structures with the same formula, charge and spin (eV): 3.558

Atomic partial charges in e from the Mulliken method, atoms 1 to 8:
1. C -0.92
2. C -0.84
3. C -0.89
4. C -0.28
5. P 0.16
6. S -0.23
7. H 0.33
8. H 0.34

=====

No. 2
Here is a structure of composition C46H43N5O8P2SY from the OMol25 dataset. Energies are from the ωB97M-V functional and the def2-TZVPD basis.

The geometry in XYZ format:
```
106
C46H43N5O8P2SY, DFT the ωB97M-V functional and the def2-TZVPD basis
Y 0.04867 0.11443 0.07888
C -0.88111 4.68195 0.27123
C -1.16637 3.65843 1.31331
N -0.90600 2.36161 1.30313
C -1.41818 1.86793 2.49093
C -1.96673 2.89214 3.22751
N -1.79690 4.00114 2.45527
C -2.65360 3.10409 4.53694
O -2.82299 2.06968 5.30702
O -3.01921 4.23150 4.81374
C -1.35814 0.42711 2.93597
O -1.82534 0.16364 4.06925
O -0.85625 -0.44276 2.18418
H -0.34570 4.17863 -0.52394
H -0.25955 5.47579 0.68992
H -1.81487 5.12606 -0.08056
H -2.11401 4.91666 2.73165
H -2.41635 1.23359 4.83130
N 0.18553 -3.22596 -0.24261
P -1.18912 -2.30960 -0.90152
C -1.95705 -3.62009 -1.90788
C -3.00295 -3.23343 -2.74674
C -3.64245 -4.16972 -3.54188
C -3.23917 -5.49947 -3.51608
C -2.19609 -5.88572 -2.68861
C -1.55440 -4.95095 -1.88559
C -2.41857 -2.21858 0.48086
C -2.94919 -0.96692 0.88043
C -3.90939 -0.90288 1.87449
C -4.33574 -2.05201 2.52367
C -3.81172 -3.28064 2.16561
C -2.87631 -3.35188 1.14469
P 1.24638 -2.50698 0.93439
C 0.70629 -3.52315 2.40594
C 0.37478 -2.90131 3.60088
C -0.03018 -3.64451 4.70715
C -0.10614 -5.02318 4.62695
C 0.22628 -5.66254 3.43443
C 0.62761 -4.91679 2.34121
C 2.80813 -3.42241 0.65854
C 3.91197 -3.07614 1.43421
C 5.11677 -3.74486 1.28911
C 5.24559 -4.76582 0.35765
C 4.15515 -5.11418 -0.42364
C 2.94687 -4.44731 -0.27319
H 0.77289 -3.33701 -1.07187
H -3.31001 -2.19348 -2.76679
H -4.45690 -3.86167 -4.18569
H -3.73860 -6.23079 -4.13921
H -1.88076 -6.92165 -2.66028
H -0.75301 -5.25055 -1.22222
H -2.64342 -0.02788 0.39823
H -4.31578 0.05863 2.16369
H -5.07153 -1.97870 3.31448
H -4.12977 -4.18359 2.67127
H -2.47524 -4.31938 0.86021
H 0.39432 -1.82149 3.68147
H -0.30138 -3.13118 5.62104
H -0.42828 -5.60219 5.48402
H 0.16786 -6.74225 3.36174
H 0.87398 -5.41926 1.41254
H 3.83270 -2.27797 2.16087
H 5.96060 -3.46259 1.90648
H 6.18887 -5.28474 0.24255
H 4.23963 -5.91027 -1.15320
H 2.10514 -4.75492 -0.88095
C 4.24533 1.60195 1.10055
C 2.74797 1.56453 0.98656
N 2.04141 0.71425 1.62363
O 2.81031 -0.10355 2.45328
C 2.10397 2.60125 0.13913
C 2.64138 3.99346 0.31625
N 1.22168 2.25027 -0.73345
O 0.73842 3.20589 -1.49027
H 4.63004 0.58391 1.12250
H 4.56291 2.10303 2.01789
H 4.66585 2.12973 0.24746
H 2.15361 -0.73896 2.76934
H 3.12547 4.09089 1.28906
H 1.83900 4.72345 0.24762
H 3.37594 4.24797 -0.45481
O 1.43689 -0.52067 -1.10948
O -1.61049 -0.13087 -2.49366
S -0.95861 1.21013 -2.63954
C -1.75524 2.03268 -4.02239
C -2.39308 1.26234 -4.98022
C -3.00898 1.89831 -6.04637
C -2.98734 3.28528 -6.14088
C -2.35337 4.04192 -5.16576
C -1.73404 3.41549 -4.09193
C 0.61153 0.92075 -3.52960
C 0.89337 -0.39467 -3.85280
C 2.05496 -0.70967 -4.53694
C 2.94090 0.29467 -4.89781
C 2.64340 1.61153 -4.58158
C 1.47816 1.93358 -3.89811
H -2.39877 0.18435 -4.87491
H -3.50862 1.31091 -6.80654
H -3.47081 3.77637 -6.97595
H -2.34249 5.12216 -5.23714
H -1.23289 3.98268 -3.31598
H 0.19906 -1.16899 -3.55688
H 2.26912 -1.74497 -4.77008
H 3.85676 0.05306 -5.42337
H 3.32199 2.40805 -4.86216
H 1.26779 2.96384 -3.65900
```

Strongest force on any atom (hartree/bohr): 0.05179
E_tot (eV): -102688.4877
LUMO (eV): 2.4
2S+1: 1
Charge: -1
Energy above the lowest of the compared OMol25 structures with the same formula, charge and spin (eV): 2.319

Atomic partial charges in e from the Mulliken method, atoms 1 to 8:
1. Y -0.28
2. C -1.24
3. C 0.21
4. N 0.21
5. C -0.67
6. C 0.44
7. N -0.06
8. C 0.60

=====

No. 3
Here is a structure of composition C25H63N4NaO6 from the OMol25 dataset. Energies are from the ωB97M-V functional and the def2-TZVPD basis.

The geometry in XYZ format:
```
99
C25H63N4NaO6, DFT the ωB97M-V functional and the def2-TZVPD basis
Na 6.21972 8.99528 -25.82447
C 5.44312 7.83703 -22.21154
C 6.96716 7.64348 -22.66904
O 7.04384 7.39597 -24.07475
H 5.21173 8.69581 -21.58142
H 5.08272 7.10384 -21.48998
H 4.68486 7.89499 -22.99243
H 7.49663 6.85606 -22.13263
H 7.49464 8.59147 -22.56333
C 8.52660 12.41775 -28.22028
C 8.00918 11.33613 -27.28614
C 7.45983 11.93285 -25.93517
O 7.74081 11.00753 -24.82702
C 7.72463 11.48005 -23.46949
N 6.99295 10.64361 -28.04104
H 8.78558 11.90354 -29.14581
H 9.27793 12.99719 -27.68375
H 7.64218 13.03590 -28.37454
H 8.79384 10.61755 -27.04939
H 6.43471 12.30242 -25.91017
H 8.05756 12.80996 -25.68718
H 7.27611 12.46297 -23.32524
H 8.66985 11.46602 -22.92684
H 7.12955 10.67535 -23.03769
H 6.78738 11.05918 -28.93834
H 7.21568 9.66356 -28.14103
C 11.28995 9.51877 -23.00365
C 10.49970 8.77384 -24.03404
C 11.21502 8.82802 -25.44846
O 10.49138 8.22117 -26.41680
C 10.86179 8.36564 -27.77068
N 10.51761 7.32614 -23.74050
H 12.26975 9.11363 -22.75077
H 10.76477 9.15848 -22.11908
H 11.31938 10.59121 -23.19627
H 9.51290 9.18637 -24.24413
H 12.21245 8.38986 -25.48393
H 11.28238 9.88478 -25.70697
H 11.73630 7.82154 -28.12745
H 10.93950 9.44006 -27.93702
H 9.98742 8.08661 -28.35865
H 11.42871 7.11656 -23.35829
H 9.99590 7.21024 -22.88348
C 3.42525 11.31474 -27.33682
C 2.99206 10.85449 -25.97201
C 1.57247 10.28191 -26.00408
O 1.35725 9.59988 -24.72541
C 0.23518 8.77681 -24.88518
N 3.93924 9.97833 -25.34219
H 3.57242 10.49698 -28.04230
H 4.39701 11.80844 -27.33096
H 2.91284 12.12612 -27.85372
H 2.95465 11.76423 -25.37278
H 1.61811 9.55997 -26.81945
H 0.77804 11.00377 -26.19356
H 0.41272 7.96445 -25.58991
H -0.61888 9.28518 -25.33267
H -0.14940 8.54687 -23.89154
H 3.35198 9.34659 -24.81671
H 3.99182 9.38601 -26.15858
C 1.17626 7.43234 -17.87664
C 1.72355 7.23750 -19.36976
C 2.49468 5.91299 -19.37770
C 1.66701 4.61898 -19.47642
C 0.80505 4.66852 -20.69787
C -0.10640 5.97818 -20.70489
N 0.67851 7.23374 -20.41874
O -0.13428 8.42142 -20.40020
C -0.61871 6.16586 -22.20973
C -1.25673 5.65217 -19.66645
C 2.79189 8.27300 -19.72491
H 1.97919 7.71194 -17.19457
H 0.69169 6.52767 -17.50939
H 0.35995 8.15211 -17.81598
H 3.14052 5.93522 -20.25547
H 3.11363 5.74745 -18.49588
H 1.01864 4.56241 -18.60206
H 2.34649 3.77244 -19.57526
H 0.22791 3.74567 -20.75583
H 1.41493 4.62039 -21.59999
H 0.08196 6.54434 -22.95399
H -1.04341 5.24144 -22.60109
H -1.50710 6.79697 -22.23352
H -2.24795 5.77158 -20.10386
H -1.33101 4.58499 -19.45738
H -1.19353 6.20950 -18.73184
H 2.54930 9.22671 -19.25620
H 3.00416 8.25207 -20.79384
H 3.70938 8.03134 -19.18832
H 0.27279 8.84038 -21.16201
C 1.66906 11.90135 -22.24338
C 3.14182 11.76518 -22.48826
O 3.74847 12.42832 -21.42332
H 1.08213 11.26107 -22.90192
H 1.48093 12.97324 -22.30469
H 1.44787 11.71676 -21.19215
H 3.42562 12.14827 -23.46847
H 3.47894 10.72867 -22.49871
H 4.66422 12.15293 -21.33865
```

Strongest force on any atom (hartree/bohr): 0.08746
E_tot (eV): -49595.9267
LUMO (spin up / spin down) (eV): -2.9 / -4.9
2S+1: 2
Charge: +1
⟨S²⟩: 0.7539

Atomic partial charges in e from the Mulliken method, atoms 1 to 8:
1. Na 0.74
2. C -1.03
3. C 0.10
4. O -0.41
5. H 0.32
6. H 0.25
7. H 0.25
8. H 0.44